(1)
C20H25Cl51N2O7PS2 as an isolated structure in a non-equilibrium geometry, computed with the ωB97M-V functional and the def2-TZVPD basis.

Computed properties:
HOMO level   -6.81 eV
Charge   -1
LUMO energy   1.33 eV
Max |F|   1.3 eV/Å
DFT total energy   -26020.9134 hartree

Element x y z (Å)
Cl  -8.15708  6.85278  9.81180
Cl  -1.43539  -8.90995  -2.14313
C  5.15040  8.62141  -4.15126
S  2.92860  0.68451  1.24603
Cl  0.43745  -10.10990  -10.93064
C  1.81500  4.47283  2.61284
H  1.52355  -11.50582  -9.40178
H  -0.58732  -1.82446  1.16014
H  -7.48160  -8.90065  -2.77434
H  5.61743  -2.91144  1.37875
H  3.60810  5.26469  -0.45191
N  5.07090  -2.34315  2.03121
Cl  0.16502  -5.87820  -1.56655
Cl  3.76124  12.70742  -6.62430
C  -4.57346  -0.40894  1.78502
O  1.36593  -3.84039  2.21386
C  3.38634  -7.03851  3.41972
Cl  2.61325  4.36199  4.18279
Cl  2.13789  6.05604  1.87210
Cl  -4.23136  7.60686  1.94355
H  1.09740  -1.70331  0.62203
H  5.30302  -0.89651  0.54675
C  -7.01307  8.19963  9.84223
Cl  0.08032  4.23518  2.77796
C  -5.39938  3.02865  7.86064
Cl  9.77623  7.36178  -0.50170
Cl  -1.84377  8.57571  0.60371
C  4.15101  -0.11598  2.28474
C  0.55467  -11.52769  -9.88366
O  -0.61434  0.31863  2.92328
H  8.47344  6.80729  -2.36278
H  2.21047  3.68992  1.97115
H  4.81456  0.67768  2.64710
Cl  1.54748  -6.33901  -4.32556
O  3.44363  2.01140  0.95010
C  3.33014  4.97907  -1.45958
C  -2.45419  -10.20999  -2.73455
H  1.07111  -6.26673  -6.61311
C  -0.39603  -5.69169  0.10236
Cl  -6.74669  -9.52897  -4.90149
H  -3.51122  -0.19828  1.77163
Cl  -5.76217  8.02001  8.62105
Cl  -7.86390  9.73683  9.64857
C  -3.92302  -9.30151  -7.25778
Cl  -3.38839  5.62735  5.73927
H  4.40454  8.12937  -3.53962
H  -2.99019  -9.84172  -3.60064
Cl  -4.18635  -7.75637  -6.46320
S  0.27091  0.25060  1.78134
Cl  7.13464  6.14297  -0.57633
Cl  -0.33862  -7.95917  -5.83644
Cl  -1.59620  -4.41007  0.21946
P  0.92879  -2.45341  2.87816
N  1.68238  0.80803  2.22321
H  2.00644  14.22401  -6.91574
H  -2.45565  8.81435  2.84254
Cl  -5.45253  -7.76245  -2.98485
Cl  -8.04115  -7.05709  -4.09831
Cl  -0.70391  -5.08246  -5.65929
Cl  -6.34459  4.45800  8.28722
H  2.78698  -7.70495  4.02633
H  3.64841  -0.57241  3.14125
Cl  4.77030  4.34656  -2.26344
Cl  6.46842  9.12589  -3.09048
C  -1.65070  5.92372  5.60190
Cl  -3.08529  -9.09349  -8.79194
H  -4.88508  -9.75889  -7.45214
H  -1.21981  5.16121  4.96287
Cl  -1.49193  -11.61052  -3.23957
C  -2.99464  8.85945  1.90586
O  -0.42622  -2.79542  3.64837
Cl  -4.78288  -2.15762  1.91777
H  -4.69672  3.28827  7.07858
Cl  -3.02299  -10.39356  -6.19412
C  0.41780  -1.49812  1.45095
Cl  2.06869  3.78033  -1.35429
O  -0.22972  0.82368  0.55627
Cl  2.75364  6.44733  -2.28755
C  -6.99080  -8.37567  -3.58342
Cl  2.61508  -6.89460  1.84430
Cl  2.37860  14.27662  -4.60940
Cl  -3.64685  -10.69397  -1.52339
Cl  -6.45876  1.75036  7.26511
C  2.23749  13.47236  -6.17229
Cl  -3.72242  10.46589  1.77185
Cl  3.42833  -5.46173  4.21139
H  -6.53785  8.20400  10.81446
Cl  0.45286  -13.01457  -10.83028
O  2.73351  -0.17078  0.09606
C  4.90180  -1.16766  1.53035
Cl  -0.68210  -11.48221  -8.63461
H  0.44677  -5.41606  0.72550
H  2.15391  -4.15390  2.69884
Cl  -0.87559  5.82894  7.17899
Cl  0.92617  12.29500  -6.15881
Cl  5.72335  7.45867  -5.34664
Cl  -4.47265  2.47056  9.25582
Cl  9.40510  4.75620  -1.73564
O  1.96994  -1.89165  3.75126
Cl  -5.28473  0.18837  0.27973
C  8.66815  6.32706  -1.41168
C  0.46952  -6.39378  -5.72250
Cl  5.00487  -7.72372  3.28447
Cl  -1.35133  7.50384  4.86625
H  -0.35046  -2.48347  4.56320
Cl  -5.28049  0.40956  3.17547
Cl  -1.06560  -7.22279  0.68756
Cl  4.40517  10.01652  -4.93231

***

(2)
C20H25ClMoN2O as an isolated structure in a non-equilibrium geometry, computed with the ωB97M-V functional and the def2-TZVPD basis.

Computed properties:
HOMO level (spin up / spin down)   -14.77 / -14.77 eV
Charge   +2
⟨S²⟩   2.07
Spin multiplicity   3
Energy relative to the best compared isomer or geometry (same formula, charge and spin)   0.966 eV
LUMO energy (spin up / spin down)   -8.74 / -8.40 eV
Max |F|   4.0 eV/Å
DFT total energy   -1489.5882 hartree

Element x y z (Å)
H  2.91646  0.90389  5.15628
C  1.60286  0.71679  -6.50992
C  2.19016  -1.35211  -0.30382
H  0.43736  -3.69741  1.27408
C  1.92296  0.97969  4.72468
C  0.22596  0.16759  -6.20282
H  2.53816  -0.06161  3.22818
C  0.95956  1.61779  5.43248
H  -1.99864  -0.80861  3.10678
C  -2.16284  0.46889  1.29048
O  -2.52174  2.47249  5.10678
H  -0.97284  -1.59061  -6.57192
C  -0.00074  -1.18601  -6.84172
C  -0.52264  1.10059  3.61008
H  1.22356  2.03059  6.39258
C  2.40066  -1.02541  1.06088
C  1.34746  -2.48431  -0.35612
H  0.76416  -1.89691  -6.54002
H  1.69386  0.88249  -7.58472
H  -2.13274  3.13729  7.43318
C  -2.30684  -1.27311  -0.18722
Cl  0.14726  -0.08791  -4.35542
N  0.41136  0.40369  2.79788
H  2.60886  -0.83951  -1.15282
H  -0.86014  1.33169  -7.63142
C  1.04886  -2.86151  0.97828
H  -0.46284  2.60639  7.49848
H  1.01776  -2.98911  -1.24852
C  -2.30404  0.13509  -0.08002
H  -2.41634  -1.84041  -1.09632
C  -0.30114  1.68269  4.89248
C  -0.86904  1.15189  -6.55522
H  1.77056  1.66419  -6.00422
H  -1.84784  0.76569  -6.28262
C  -2.17714  -1.80641  1.12128
C  1.64826  0.40259  3.48268
H  -2.15574  -2.85301  1.37588
C  -1.43854  2.32399  5.65578
H  3.00936  -0.22061  1.43798
C  1.69436  -1.95671  1.85568
H  0.03716  -1.08311  -7.92742
H  -0.72114  2.10289  -6.05002
H  -1.52764  1.21519  3.43398
C  -2.08164  -0.72951  2.03598
H  -2.13944  1.46609  1.69498
H  1.68126  -1.99311  2.93178
H  -2.39574  0.83519  -0.89182
N  -1.32234  2.72239  6.94938
H  2.38106  0.02159  -6.20572
Mo  -0.03974  -0.67251  0.62088